# C3H11NS2

A 2-piece molecular cluster, C3H11NS2 overall in a non-equilibrium geometry (ωB97M-V/def2-TZVPD, OMol25).

Largest force on an atom (Eh/bohr): 0.022
Kohn-Sham gap (eV): 8.6
ΔE to the lowest compared entry with this formula, charge and spin (kcal/mol): 25.5
Total charge: 0
M (g mol⁻¹): 125.26

Last column: natural (NBO) charge in e.
Geometry (Å):
C: -1.03843 2.25559 1.75632  -0.764
S: -1.51783 0.60097 1.25362  0.082
S: -3.25039 1.09056 0.17750  -0.141
H: -0.91331 2.88754 0.87377  0.224
H: -0.05179 2.26147 2.22805  0.240
H: -1.74957 2.66384 2.46871  0.226
H: -3.32744 -0.20615 -0.15747  0.141
C: 1.27371 -2.13601 -1.62520  -0.418
N: 0.45697 -1.10873 -0.97746  -0.631
C: 1.24904 -0.09936 -0.24942  -0.416
H: 2.28938 -1.77091 -1.72947  0.187
H: 1.37074 -3.07246 -1.06064  0.178
H: 0.85596 -2.33267 -2.61077  0.195
H: -0.11427 -1.47584 -0.22700  0.352
H: 0.66542 0.79281 -0.05393  0.201
H: 2.16518 0.16867 -0.76164  0.186
H: 1.63662 -0.51932 0.69503  0.158

# C4H16NO3

A 4-piece molecular cluster, C4H16NO3 overall in a non-equilibrium geometry (ωB97M-V/def2-TZVPD, OMol25).

Largest force on an atom (Eh/bohr): 0.042
Kohn-Sham gap (eV): 10.8
ΔE to the lowest compared entry with this formula, charge and spin (kcal/mol): 43.1
Total charge: +1
M (g mol⁻¹): 126.18

Last column: natural (NBO) charge in e.
Geometry (Å):
C: 0.27392 0.47722 3.17639  -0.613
C: -0.35604 1.21246 1.92603  -0.448
C: 0.53219 0.95976 0.70638  -0.121
C: 0.11624 1.04035 -0.54957  -0.115
N: 0.95289 0.47835 -1.62812  -0.739
H: 0.91374 1.32018 3.51992  0.222
H: 0.74478 -0.44929 2.85331  0.205
H: -0.41515 0.22554 3.97494  0.230
H: -0.16127 2.27840 2.14546  0.232
H: -1.42020 0.98829 1.91030  0.226
H: 1.48784 0.61193 1.12031  0.242
H: -0.92077 1.10921 -0.83166  0.238
H: 1.34866 1.16630 -2.29534  0.427
H: 1.88352 0.16621 -1.28566  0.461
H: 0.34577 -0.21526 -2.13892  0.474
H: 3.77524 -1.09534 0.19499  0.518
H: 2.46430 -1.76742 -0.59613  0.501
O: 2.87355 -1.04983 -0.09907  -0.994
H: -1.24257 -1.40758 -1.64967  0.502
H: -1.19317 -1.98967 -3.02200  0.511
O: -0.85474 -1.23738 -2.53159  -0.962
H: -3.31868 -0.96172 0.58440  0.477
H: -3.76627 -1.47044 -0.71880  0.475
O: -3.28719 -0.72160 -0.35559  -0.947

# C31H49BrN2OP2Pt

C31H49BrN2OP2Pt as an isolated structure in a non-equilibrium geometry (ωB97M-V/def2-TZVPD, OMol25).

Largest force on an atom (Eh/bohr): 0.064
Kohn-Sham gap (spin up / spin down) (eV): 4.0 / 6.2
ΔE to the lowest compared entry with this formula, charge and spin (kcal/mol): 67.3
Spin multiplicity: 3
Total charge: +2
M (g mol⁻¹): 802.68

Last column: Löwdin spin population.
Geometry (Å):
C: -0.13015 5.00509 -5.42990  0.023
C: -0.34530 3.75507 -6.04983  0.008
C: -0.60950 3.71989 -7.42213  0.019
C: -0.72724 4.94404 -8.10385  -0.005
N: -0.55367 6.12188 -7.49842  0.022
C: -0.26316 6.16348 -6.20110  -0.004
C: -0.47530 2.63013 -5.17768  0.096
C: -0.65050 2.34220 -3.89432  0.180
C: -0.96687 2.46816 -2.50176  0.024
C: 0.02520 2.34256 -1.49674  0.005
C: -0.33679 1.88865 -0.23314  0.002
C: -1.59563 1.31705 -0.10876  0.003
C: -2.65194 1.74906 -0.91161  0.002
C: -2.33070 2.27949 -2.14140  0.005
Pt: -0.74009 0.69404 -5.00902  0.539
P: 2.19328 -1.04781 -1.62894  0.384
H: -0.77268 2.78070 -7.95487  0.000
H: 0.05927 5.06798 -4.36880  0.001
H: -0.97426 4.98326 -9.17230  -0.001
H: -0.13422 7.14450 -5.73775  -0.001
H: -3.09167 2.47024 -2.90301  0.000
H: 1.06500 2.52700 -1.73211  0.001
H: -3.68219 1.58988 -0.57230  0.001
H: 0.33265 1.95729 0.62698  0.000
C: 2.84949 -2.72039 -1.32328  0.026
C: 3.96783 -3.23198 -2.23783  0.012
H: 1.97841 -3.39156 -1.37715  0.004
H: 3.17578 -2.72482 -0.27342  0.000
H: 4.34026 -4.18652 -1.83920  0.002
H: 3.61311 -3.43068 -3.25999  0.000
H: 4.82571 -2.54528 -2.29021  0.000
C: 2.20802 -0.73481 -3.43071  0.076
C: 3.47925 -0.10426 -4.00082  0.027
H: 1.31947 -0.10609 -3.66246  0.013
H: 2.02762 -1.70297 -3.92385  0.000
H: 3.42593 -0.11084 -5.09520  0.006
H: 3.60160 0.93942 -3.69573  0.000
H: 4.38552 -0.65845 -3.73396  0.001
C: 3.17691 0.23218 -0.81367  0.028
C: 4.64176 -0.12483 -0.52728  0.014
H: 2.65092 0.47496 0.12293  0.004
H: 3.12179 1.13069 -1.44831  0.000
H: 5.11226 0.71354 0.00059  0.002
H: 4.73505 -1.01191 0.11148  0.000
H: 5.21872 -0.28773 -1.44680  0.000
Br: 0.20945 -1.03649 -0.33687  0.364
P: -1.66701 -1.08431 -4.23989  0.035
C: -0.52444 -2.48535 -4.07770  0.024
C: -1.12481 -3.88890 -4.06071  0.006
H: -0.00410 -2.28733 -3.13007  0.000
H: 0.22309 -2.39485 -4.88609  0.004
H: -0.32665 -4.60200 -4.32088  0.001
H: -1.50756 -4.14907 -3.05954  0.000
H: -1.92558 -4.01067 -4.80553  0.000
C: -2.51230 -1.09363 -2.61819  0.000
C: -3.53927 -2.19414 -2.38850  0.000
H: -2.96578 -0.10342 -2.50824  0.000
H: -1.71597 -1.14524 -1.86177  0.002
H: -4.00586 -2.03984 -1.41119  0.000
H: -4.34624 -2.18882 -3.12580  0.000
H: -3.08903 -3.18765 -2.39154  0.000
C: -3.07982 -1.02454 -5.38385  0.003
C: -3.11452 -2.13996 -6.41087  0.000
H: -3.01253 -0.04478 -5.88866  -0.001
H: -3.95490 -1.01186 -4.71858  0.000
H: -3.68768 -1.78875 -7.27776  0.000
H: -2.11697 -2.42337 -6.76478  0.000
H: -3.62299 -3.02341 -6.00351  0.000
O: -1.98683 0.39509 0.90232  0.023
C: -1.82215 0.73039 2.19068  0.007
C: -0.48720 0.95437 2.74038  0.003
C: -0.27394 2.41762 3.11705  0.000
C: -0.95000 2.75969 4.44400  0.000
C: -2.47043 2.68875 4.40956  0.000
C: -3.03715 1.27823 4.29028  0.000
N: -2.93857 0.78911 2.88839  0.003
H: -0.35745 0.30613 3.62592  0.000
H: 0.21082 0.61869 1.96948  0.003
H: 0.80152 2.60841 3.20695  0.000
H: -0.63174 3.07964 2.31880  0.000
H: -0.56831 2.08636 5.22366  0.000
H: -0.65791 3.77434 4.73598  0.000
H: -2.85855 3.10317 5.34648  0.000
H: -2.86159 3.31864 3.60314  0.000
H: -2.49071 0.58993 4.95426  0.000
H: -4.09670 1.26654 4.57816  0.000
H: -3.76766 0.36749 2.46808  0.000

# C9H10ClOP

One molecule with the formula C9H10ClOP in a non-equilibrium geometry (ωB97M-V/def2-TZVPD, OMol25).

Largest force on an atom (Eh/bohr): 0.057
Kohn-Sham gap (eV): 10.1
ΔE to the lowest compared entry with this formula, charge and spin (kcal/mol): 8.3
Total charge: 0
M (g mol⁻¹): 200.61

Last column: natural (NBO) charge in e.
Geometry (Å):
C: 2.67559 1.04424 0.22393  -0.196
C: 1.88699 0.34984 1.12663  -0.211
C: 2.21690 1.32345 -1.08648  -0.225
C: 0.52355 0.11128 0.82790  -0.201
C: 1.00678 0.78784 -1.43199  -0.205
C: 0.15252 0.18555 -0.47577  -0.346
C: -1.91344 2.18074 0.38742  -0.407
C: -2.41875 1.05638 -0.07867  -0.351
C: -2.85716 -2.27317 0.12940  -0.250
O: -1.75920 -1.40160 0.24330  -0.802
P: -1.57275 -0.23019 -1.01414  1.102
Cl: -4.07675 0.50510 0.14326  -0.022
H: 3.67658 1.34717 0.64517  0.217
H: 2.28378 0.24788 2.16588  0.216
H: 2.99873 1.76671 -1.69467  0.226
H: -0.16609 -0.40161 1.50254  0.245
H: 0.59589 0.79936 -2.36372  0.207
H: -2.51142 2.94928 0.90856  0.230
H: -0.88182 2.14902 0.19624  0.232
H: -3.40124 -2.48700 1.05822  0.194
H: -2.43374 -3.24952 -0.11409  0.166
H: -3.35977 -2.03705 -0.75521  0.181